65
Properties=species:S:1:pos:R:3 method="wB97M-V/def2-TZVPD" e_tot_ha=-2024.0412 smiles="C[N+](=O)[O-].C[N+](=O)[O-].C[N+](=O)[O-].C[N+](=O)[O-].C[N+](=O)[O-].C[N+](=O)[O-].C[N+](=O)[O-].COCCOC" fmax_ev_per_a=3.4 orbital_gap_ev=8.596
C 0.324 -6.183 -0.744
N -0.397 -7.306 -0.030
O -1.345 -6.915 0.672
O -0.207 -8.444 -0.362
H 0.223 -6.365 -1.814
H 1.308 -6.149 -0.276
H -0.248 -5.257 -0.686
C 3.178 -1.312 3.359
N 2.338 -0.754 2.199
O 2.922 -0.105 1.348
O 1.159 -1.058 2.184
H 3.166 -2.383 3.558
H 2.999 -0.845 4.327
H 4.244 -1.131 3.222
C 5.438 -2.914 -0.579
N 4.203 -2.265 -1.119
O 3.069 -2.801 -1.073
O 4.320 -1.140 -1.593
H 6.132 -2.076 -0.511
H 5.592 -3.816 -1.170
H 5.228 -3.313 0.414
C -3.341 3.260 -1.932
N -2.207 4.230 -1.815
O -2.492 5.410 -1.517
O -1.090 3.808 -1.931
H -2.911 2.287 -1.694
H -3.492 3.486 -2.987
H -4.101 3.571 -1.216
C -3.828 -3.968 0.922
N -3.278 -3.254 -0.226
O -4.085 -2.575 -0.860
O -2.020 -3.204 -0.228
H -4.765 -4.370 0.538
H -3.881 -3.299 1.781
H -3.147 -4.780 1.177
C 0.099 -1.305 -0.635
N -0.121 -0.343 -1.764
O -0.398 0.769 -1.340
O 0.089 -0.647 -2.945
H 1.097 -1.021 -0.302
H 0.290 -2.332 -0.947
H -0.683 -1.124 0.103
C 0.590 1.261 -5.311
N 0.709 2.023 -6.577
O 0.161 1.531 -7.581
O 1.325 3.127 -6.534
H 0.541 0.198 -5.549
H -0.326 1.660 -4.874
H 1.478 1.413 -4.698
C -0.139 2.036 1.422
O -0.019 2.995 2.498
C -0.399 4.297 2.003
C -0.621 5.123 3.302
O -1.697 4.522 4.044
C -2.227 5.318 5.126
H -0.985 2.219 0.760
H -0.049 1.037 1.850
H 0.679 2.071 0.702
H -1.219 4.396 1.293
H 0.548 4.582 1.544
H -0.880 6.131 2.979
H 0.276 5.248 3.909
H -2.393 6.346 4.804
H -1.530 5.464 5.952
H -3.203 4.939 5.430

***

55
Properties=species:S:1:pos:R:3 method="wB97M-V/def2-TZVPD" e_tot_ha=-1415.8909 total_charge=-1 fmax_ev_per_a=3.5 orbital_gap_ev=9.747
O -2.020 2.424 -0.412
C -0.846 1.744 -0.525
O -0.843 0.535 -0.796
O 0.259 2.397 -0.282
H -2.663 1.678 -0.403
C 3.249 1.577 0.988
C 2.923 2.960 1.576
O 2.486 3.906 0.628
O 2.132 0.779 0.697
H 3.859 1.059 1.769
H 3.774 1.764 0.052
H 3.900 3.319 1.992
H 2.247 2.958 2.447
H 1.570 3.604 0.397
H 1.331 1.282 0.397
C 2.315 -2.239 -0.613
C 0.967 -2.300 0.110
O -0.024 -2.798 -0.791
O 2.545 -1.123 -1.438
H 2.388 -3.135 -1.226
H 3.130 -2.244 0.058
H 0.743 -1.296 0.493
H 1.113 -3.050 0.866
H -0.138 -2.137 -1.503
H 2.350 -0.308 -1.019
C 0.778 1.449 -3.743
C 0.638 0.051 -4.370
O 0.561 -1.040 -3.540
O 1.635 1.449 -2.611
H -0.178 1.889 -3.520
H 1.243 2.008 -4.510
H 1.478 -0.074 -5.110
H -0.313 0.101 -4.880
H 1.163 -1.042 -2.819
H 1.410 2.245 -2.146
C -3.408 -1.664 -0.630
C -4.779 -2.214 -0.072
O -4.692 -2.373 1.382
O -3.398 -0.319 -0.369
H -3.352 -1.886 -1.717
H -2.577 -2.136 -0.067
H -5.076 -3.177 -0.404
H -5.572 -1.469 -0.291
H -4.303 -1.595 1.776
H -2.504 0.036 -0.567
C -1.398 -0.321 3.771
C -0.331 0.201 2.810
O 0.881 -0.509 3.046
O -1.073 -0.132 5.182
H -1.437 -1.364 3.563
H -2.334 0.169 3.643
H -0.123 1.274 2.902
H -0.725 0.068 1.811
H 1.557 -0.149 2.456
H -0.518 -0.831 5.562

***

59
Properties=species:S:1:pos:R:3 method="wB97M-V/def2-TZVPD" e_tot_ha=-1916.8912 fmax_ev_per_a=5.3 orbital_gap_ev=2.648
Hg 15.425 -18.855 35.585
O 11.581 -22.850 35.311
H 12.104 -22.119 34.974
H 11.249 -23.426 34.619
H 12.117 -23.373 35.913
B 17.624 -21.381 34.976
H 18.252 -22.069 35.520
H 17.951 -20.362 35.116
H 17.714 -21.669 33.940
H 16.634 -21.525 35.382
C 17.785 -16.066 30.570
F 17.049 -14.976 30.754
F 16.943 -16.986 30.069
F 18.746 -15.737 29.651
S 18.421 -16.667 32.308
O 19.246 -15.619 32.942
O 17.236 -16.995 33.138
O 19.302 -17.832 32.028
C 13.031 -20.026 31.718
O 13.194 -20.061 33.091
H 12.910 -21.022 31.293
H 12.093 -19.549 31.436
H 13.758 -19.400 31.200
C 11.123 -23.068 26.608
C 10.654 -24.222 27.489
C 9.249 -24.709 27.243
O 11.493 -25.382 27.143
H 10.435 -22.224 26.615
H 11.227 -23.404 25.576
H 12.086 -22.634 26.876
H 10.706 -24.022 28.559
H 9.105 -25.732 27.588
H 8.872 -24.610 26.225
H 8.537 -24.049 27.740
H 12.229 -25.416 27.758
C 8.143 -17.465 30.471
C 7.915 -18.501 29.341
C 7.639 -19.887 29.872
O 6.773 -18.126 28.571
H 7.451 -17.741 31.266
H 7.895 -16.430 30.237
H 9.155 -17.508 30.874
H 8.759 -18.456 28.652
H 8.181 -20.043 30.805
H 8.080 -20.637 29.216
H 6.596 -20.156 30.036
H 6.085 -17.932 29.212
C 15.588 -25.294 31.999
C 15.216 -25.800 30.604
C 16.303 -26.631 29.870
O 14.077 -26.565 30.856
H 16.529 -24.746 31.959
H 15.671 -26.067 32.763
H 14.850 -24.607 32.413
H 14.921 -24.918 30.035
H 15.958 -26.719 28.840
H 16.374 -27.634 30.292
H 17.315 -26.237 29.774
H 14.442 -27.393 31.176

***

51
Properties=species:S:1:pos:R:3 method="wB97M-V/def2-TZVPD" e_tot_ha=-2479.0913 fmax_ev_per_a=2.9 spin_multiplicity=3 orbital_gap_ev="4.596 / 5.328"
Ti 0.536 -0.175 -0.962
H 3.462 0.903 -1.258
H 3.580 0.134 -1.192
P -0.195 2.110 -1.734
P 0.076 -2.355 -2.208
C -1.400 -3.090 -1.387
H -1.606 -4.090 -1.813
H -1.162 -3.196 -0.316
H -2.277 -2.432 -1.523
C -0.224 -2.710 -3.977
H 0.544 -2.240 -4.603
H -0.187 -3.786 -4.164
H -1.219 -2.364 -4.277
C 1.459 -3.442 -1.738
H 1.582 -3.396 -0.645
H 1.275 -4.485 -2.033
H 2.371 -3.083 -2.239
C -0.636 2.511 -3.461
H -0.618 3.578 -3.704
H 0.070 2.031 -4.147
H -1.642 2.163 -3.708
C -1.240 3.147 -0.667
H -1.021 2.896 0.376
H -1.111 4.232 -0.778
H -2.296 2.916 -0.838
C 1.449 2.908 -1.586
H 2.193 2.353 -2.168
H 1.481 3.953 -1.925
H 1.765 2.903 -0.537
H 0.949 -0.792 -2.618
H -0.964 0.331 -1.453
C -2.825 0.421 2.621
N -1.472 0.395 3.186
C -1.415 0.427 4.650
C -0.428 0.025 2.426
S -0.844 -0.560 0.774
N 0.869 0.089 2.805
C 1.434 0.035 4.156
C 1.928 -0.205 1.825
H -3.403 0.971 3.378
H -3.274 -0.580 2.468
H -2.852 0.901 1.628
H -0.999 -0.491 5.080
H -0.846 1.294 5.003
H -2.437 0.516 5.029
H 1.738 -0.996 4.407
H 2.379 0.604 4.116
H 0.790 0.453 4.939
H 2.038 -1.299 1.660
H 1.769 0.359 0.872
H 2.857 0.211 2.259

***

62
Properties=species:S:1:pos:R:3 method="wB97M-V/def2-TZVPD" e_tot_ha=-1883.9764 total_charge=+3 fmax_ev_per_a=1.6 orbital_gap_ev=7.063
N 2.959 -0.511 2.632
H 3.648 0.229 2.721
H 2.800 -0.649 1.595
H 2.018 -0.247 2.968
H 3.250 -1.388 3.060
N 3.824 -1.018 -3.044
H 3.586 -0.713 -2.061
H 3.176 -0.584 -3.707
H 3.831 -2.036 -3.114
H 4.787 -0.708 -3.212
N 2.237 -3.575 -0.170
H 2.754 -3.851 -0.999
H 2.088 -2.533 -0.204
H 2.838 -3.771 0.633
H 1.337 -4.064 -0.064
N 4.242 1.608 -0.545
H 4.633 2.169 0.216
H 3.390 1.041 -0.239
H 4.932 1.009 -0.987
H 3.907 2.268 -1.258
C 1.006 -0.061 -0.587
O 2.327 -0.569 -0.308
H 0.255 -0.742 -0.174
H 0.831 0.862 -0.020
H 0.819 0.011 -1.661
C -4.303 -3.252 -2.955
C -3.679 -2.994 -1.616
C -3.478 -4.213 -0.707
O -2.065 -4.200 -0.417
C -1.482 -3.180 -1.034
O -0.298 -2.933 -0.920
O -2.307 -2.500 -1.802
H -3.668 -3.938 -3.523
H -4.499 -2.360 -3.543
H -5.250 -3.788 -2.857
H -4.181 -2.203 -1.060
H -3.691 -5.165 -1.192
H -4.081 -4.154 0.194
C -1.223 2.570 5.691
C -1.498 1.774 4.441
C -0.504 2.030 3.276
O 0.255 0.792 3.208
C -0.097 -0.042 4.205
O 0.503 -1.053 4.417
O -1.194 0.377 4.809
H -0.258 2.382 6.155
H -2.046 2.451 6.394
H -1.250 3.645 5.471
H -2.529 1.810 4.110
H 0.162 2.883 3.355
H -1.033 2.053 2.323
C -0.961 3.256 -1.694
C -0.878 3.340 -3.263
O -2.213 3.562 -3.701
S -2.930 4.474 -2.596
O -4.316 4.262 -2.581
O -2.384 5.780 -2.645
O -2.269 3.666 -1.367
H -0.195 3.931 -1.311
H -0.841 2.212 -1.415
H -0.580 2.409 -3.742
H -0.213 4.145 -3.577

***

62
Properties=species:S:1:pos:R:3 method="wB97M-V/def2-TZVPD" e_tot_ha=-1388.4129 total_charge=+2 fmax_ev_per_a=8.7 orbital_gap_ev=4.391
Y 6.156 6.315 25.274
O 7.832 6.775 26.706
H 8.218 6.274 27.451
C 6.494 5.974 30.577
C 6.498 4.520 30.962
O 5.672 4.322 32.072
H 6.974 6.098 29.606
H 6.883 6.707 31.284
H 5.455 6.294 30.509
H 7.482 4.171 31.277
H 6.223 3.809 30.182
H 5.839 5.027 32.702
C 8.808 1.739 27.916
C 8.494 3.087 27.357
O 7.949 2.818 26.064
H 7.815 1.298 28.001
H 9.211 1.711 28.928
H 9.515 1.256 27.242
H 9.257 3.866 27.362
H 7.653 3.412 27.969
H 7.237 3.458 25.995
C 9.140 5.023 23.648
O 8.231 5.668 24.134
N 9.291 3.722 23.933
N 10.063 5.389 22.844
H 10.230 3.352 23.893
H 8.688 3.254 24.594
H 9.839 6.227 22.326
H 10.712 4.645 22.634
C 9.995 9.849 25.094
O 10.462 10.813 24.594
N 10.224 8.737 24.569
N 9.230 9.790 26.222
H 10.810 8.772 23.747
H 10.057 7.831 24.984
H 8.753 10.650 26.455
H 8.873 8.869 26.430
C 11.006 6.873 28.373
O 12.033 6.859 28.955
N 9.909 7.297 28.898
N 10.876 6.681 27.069
H 10.084 7.686 29.813
H 9.153 7.536 28.272
H 9.890 6.803 26.890
H 11.604 6.343 26.457
C 3.374 8.146 28.408
C 4.490 8.195 27.340
C 5.499 9.340 27.667
O 6.145 9.141 28.895
C 7.011 10.287 29.152
N 5.057 6.933 27.362
H 3.853 7.797 29.322
H 2.627 7.443 28.039
H 2.796 9.054 28.582
H 4.008 8.257 26.365
H 5.043 10.330 27.647
H 6.238 9.299 26.866
H 7.573 10.569 28.262
H 7.643 10.068 30.012
H 6.465 11.159 29.512
H 4.399 6.255 27.721
H 5.831 7.004 28.007

***

76
Properties=species:S:1:pos:R:3 method="wB97M-V/def2-TZVPD" e_tot_ha=-2489.7960 total_charge=+1 fmax_ev_per_a=1.1 orbital_gap_ev=8.307
N 0.797 -2.017 -0.523
C -0.034 -1.083 -1.164
Cl -0.926 -1.911 -2.522
N -1.080 -0.572 -0.237
C -1.216 0.776 -0.175
N -2.356 1.414 -0.348
N -0.088 1.487 0.081
C 1.090 1.109 -0.723
C 0.662 0.145 -1.814
O 1.841 -0.169 -2.494
H 0.858 -1.837 0.471
H 1.733 -2.059 -0.929
H -1.961 -1.045 -0.398
H -2.315 2.399 -0.598
H -3.246 0.944 -0.312
H -0.271 2.484 0.050
H 1.544 2.017 -1.114
H 1.839 0.573 -0.130
H -0.071 0.598 -2.499
H 1.697 -0.733 -3.270
C 2.834 -1.536 -5.557
O 2.055 -0.825 -6.168
N 2.421 -2.329 -4.517
N 4.170 -1.583 -5.840
H 3.030 -2.890 -3.950
H 1.433 -2.340 -4.346
H 4.496 -1.021 -6.603
H 4.815 -2.178 -5.358
C -1.199 1.762 4.269
O -1.293 1.845 5.490
N 0.007 1.865 3.638
N -2.276 1.570 3.472
H 0.101 1.778 2.644
H 0.817 2.040 4.200
H -3.159 1.421 3.925
H -2.216 1.466 2.479
C -2.125 -1.630 5.403
O -2.479 -1.158 4.331
N -1.637 -0.840 6.400
N -2.190 -2.971 5.667
H -1.335 -1.199 7.285
H -1.535 0.146 6.197
H -2.560 -3.565 4.951
H -1.909 -3.374 6.540
C -1.168 -4.215 -6.087
O -0.248 -4.605 -5.389
N -1.371 -4.654 -7.363
N -2.066 -3.286 -5.619
H -2.121 -4.335 -7.945
H -0.723 -5.327 -7.723
H -1.887 -2.987 -4.682
H -2.827 -2.906 -6.147
C -0.225 4.063 -2.498
O -1.038 3.527 -1.725
N -0.082 5.399 -2.568
N 0.578 3.284 -3.271
H 0.565 5.848 -3.190
H -0.676 5.966 -1.990
H 0.374 2.310 -3.160
H 1.316 3.594 -3.875
C -3.417 4.483 7.092
O -2.938 5.066 6.133
N -3.194 3.157 7.336
N -4.226 5.124 7.997
H -3.603 2.677 8.114
H -2.592 2.661 6.695
H -4.405 6.098 7.842
H -4.630 4.672 8.794
C 4.808 -2.745 -0.616
O 3.804 -2.580 -1.299
N 6.053 -2.446 -1.081
N 4.752 -3.243 0.653
H 6.890 -2.584 -0.547
H 6.122 -2.077 -2.010
H 3.854 -3.514 1.007
H 5.564 -3.397 1.220

***

28
Properties=species:S:1:pos:R:3 method="wB97M-V/def2-TZVPD" e_tot_ha=-5402.9180 total_charge=-2 fmax_ev_per_a=0.5 spin_multiplicity=6 orbital_gap_ev="5.700 / 6.283"
Mn 0.374 0.637 -0.196
S 0.452 0.463 2.481
C 2.026 -0.136 2.200
S 2.582 -0.240 0.555
C 2.903 -0.475 3.240
C 4.218 -0.950 3.010
N 5.303 -1.326 2.879
C 2.524 -0.365 4.603
N 2.264 -0.305 5.727
Cl -1.983 -1.454 0.142
C -2.643 0.172 0.120
C -1.750 1.223 -0.022
C -2.316 2.485 -0.020
Cl -1.256 3.866 -0.186
C -3.684 2.715 0.115
Cl -4.339 4.319 0.114
C -4.540 1.625 0.250
Cl -6.248 1.873 0.416
C -4.018 0.333 0.254
Cl -5.082 -1.022 0.417
C 2.788 0.270 -3.075
S 1.127 0.884 -2.920
O 0.716 1.297 -4.239
O 1.194 1.950 -1.899
O 0.345 -0.214 -2.319
H 3.415 1.080 -3.442
H 2.793 -0.557 -3.782
H 3.130 -0.058 -2.096